Here is C43H36MnN3O6PSi as an isolated structure in a non-equilibrium geometry from the Open Molecules 2025 dataset. Energies are from wB97M-V/def2-TZVPD.

```
91
Properties=species:S:1:pos:R:3:forces:R:3:mulliken_charge:R:1
Mn -0.444 0.187 0.113 -1.060 0.107 -0.496 0.07
O -0.344 1.645 -2.468 0.593 0.084 -0.162 -0.51
N 0.646 1.249 -1.576 -0.413 -0.153 0.012 0.37
C 1.773 1.001 -2.128 -0.719 0.501 -0.552 -1.39
C 2.966 0.592 -1.390 0.497 -0.334 0.654 -0.23
C 4.189 1.171 -1.733 -0.311 -0.042 0.001 -0.58
C 5.338 0.880 -1.015 0.039 0.019 0.151 -0.98
C 5.281 0.016 0.066 -0.019 0.078 -0.059 -0.67
C 4.083 -0.596 0.400 -0.171 0.102 0.041 -0.40
C 2.931 -0.337 -0.328 -0.205 0.420 0.116 1.15
P 1.382 -1.294 -0.156 1.551 -1.316 0.075 1.19
C 1.745 -2.357 -1.602 -0.779 0.318 -0.074 0.51
C 0.785 -2.458 -2.600 -0.010 0.080 0.154 0.53
C 1.035 -3.229 -3.720 0.093 -0.062 -0.215 -0.62
C 2.251 -3.876 -3.857 -0.196 0.015 -0.051 -0.91
C 3.226 -3.745 -2.880 0.052 -0.035 0.041 -0.85
C 2.983 -2.977 -1.758 -0.023 -0.047 0.159 -0.48
C 1.434 -2.306 1.367 -0.434 0.483 -0.157 0.50
C 2.474 -3.099 1.843 0.008 0.045 -0.086 -0.07
C 2.406 -3.627 3.123 0.123 -0.016 -0.100 -0.82
C 1.285 -3.429 3.912 -0.119 0.062 -0.070 -0.71
C 0.201 -2.727 3.408 -0.051 -0.008 0.151 -0.96
C 0.284 -2.163 2.151 0.012 0.267 -0.316 0.47
H -1.131 1.908 -1.957 0.285 -0.200 -0.061 0.31
H 1.868 1.163 -3.201 -0.057 0.126 0.012 0.44
H 4.240 1.882 -2.545 -0.050 0.033 -0.125 0.54
H 6.274 1.350 -1.275 0.051 0.038 -0.085 0.43
H 6.165 -0.179 0.654 0.088 -0.049 0.012 0.50
H 4.045 -1.254 1.254 0.006 -0.094 0.012 0.52
H -0.147 -1.926 -2.487 -0.069 -0.087 -0.046 -0.01
H 0.284 -3.327 -4.489 -0.139 0.010 -0.056 0.53
H 2.440 -4.476 -4.733 0.050 -0.075 -0.082 0.42
H 4.175 -4.245 -3.004 0.106 0.003 0.044 0.45
H 3.760 -2.846 -1.021 0.117 -0.050 0.087 0.32
H 3.331 -3.314 1.224 0.134 0.033 -0.021 0.46
H 3.247 -4.182 3.510 0.034 -0.142 0.004 0.46
H 1.250 -3.829 4.912 -0.012 -0.078 0.101 0.43
H -0.694 -2.602 3.997 -0.091 -0.004 0.067 0.57
H -0.568 -1.604 1.744 0.113 -0.243 0.301 -0.33
C 2.759 2.172 1.730 0.185 -0.022 0.013 -1.17
C 1.442 1.861 2.325 0.419 -0.015 -0.095 0.25
N 0.385 1.334 1.719 -0.224 -0.195 -0.103 -0.03
C -0.641 1.368 2.643 -0.201 0.335 0.621 0.03
C -0.174 1.880 3.828 -0.532 -0.443 -0.455 0.04
N 1.143 2.172 3.600 -0.321 -0.171 -0.238 -0.06
C -0.771 2.101 5.182 0.187 0.017 -0.250 0.50
O -2.051 1.867 5.313 -0.343 -0.033 0.045 -0.52
O -0.039 2.462 6.068 -0.029 0.019 0.025 -0.59
C -2.031 1.105 2.148 0.293 0.523 1.944 0.94
O -2.979 1.166 2.921 0.158 -0.081 -0.437 -0.88
O -2.065 0.890 0.896 0.000 -0.322 -1.310 -0.56
H 2.709 2.119 0.647 0.012 0.019 0.034 0.09
H 3.513 1.471 2.084 0.076 0.011 -0.039 0.32
H 3.064 3.175 2.020 0.011 0.048 0.006 0.52
H 1.748 2.567 4.311 -0.051 0.012 -0.104 0.27
H -2.520 1.603 4.465 0.361 0.059 0.088 0.44
O -1.483 -0.824 -1.002 2.731 0.785 1.701 1.97
Si -2.828 -1.255 -1.739 -2.161 -0.789 -1.026 -1.27
C -2.627 -2.970 -2.553 0.067 1.185 0.379 0.70
C -1.974 -3.990 -1.871 -0.124 -0.093 -0.103 -0.18
C -1.916 -5.263 -2.409 0.121 -0.066 0.188 -0.66
C -2.471 -5.512 -3.653 0.015 -0.098 -0.190 -0.61
C -3.103 -4.498 -4.350 -0.147 -0.035 -0.022 -0.78
C -3.210 -3.241 -3.783 0.028 -0.073 -0.155 -0.39
C -3.142 0.056 -3.084 -0.006 -0.817 0.795 0.39
C -2.549 -0.085 -4.335 -0.053 0.105 -0.096 -0.02
C -2.838 0.805 -5.354 0.134 0.009 -0.107 -0.84
C -3.702 1.862 -5.123 -0.088 0.065 -0.026 -0.59
C -4.258 2.042 -3.866 -0.018 0.207 -0.004 -0.68
C -3.973 1.145 -2.849 -0.060 0.059 -0.032 -0.29
C -4.242 -1.519 -0.490 0.918 0.471 -0.690 0.46
C -3.955 -1.625 0.864 -0.037 0.025 -0.044 0.16
C -4.963 -1.856 1.780 0.064 -0.065 0.155 -0.69
C -6.271 -1.988 1.346 -0.056 -0.044 0.042 -0.65
C -6.567 -1.907 -0.004 -0.068 0.001 -0.135 -0.77
C -5.553 -1.678 -0.919 -0.073 0.026 0.028 -0.39
H -1.523 -3.786 -0.909 0.073 -0.043 0.157 0.29
H -1.442 -6.060 -1.856 0.075 -0.094 0.011 0.44
H -2.419 -6.499 -4.084 0.048 -0.176 -0.028 0.41
H -3.533 -4.677 -5.325 -0.044 -0.122 -0.049 0.46
H -3.753 -2.474 -4.314 -0.010 0.123 -0.063 0.47
H -1.868 -0.902 -4.521 0.048 -0.156 -0.070 0.55
H -2.398 0.668 -6.332 0.030 0.023 -0.046 0.45
H -3.948 2.543 -5.925 -0.002 0.073 -0.050 0.42
H -4.922 2.877 -3.681 -0.015 0.016 -0.008 0.43
H -4.411 1.288 -1.871 -0.157 -0.035 0.106 0.46
H -2.929 -1.511 1.191 0.005 -0.017 0.136 -0.12
H -4.728 -1.928 2.832 -0.025 0.002 0.126 0.43
H -7.063 -2.165 2.056 -0.094 -0.013 0.124 0.40
H -7.586 -2.016 -0.349 -0.061 -0.022 0.024 0.42
H -5.785 -1.623 -1.973 -0.085 0.035 -0.154 0.40
```
Positions in Å, forces in eV/Å.

E = -4057.68572 a.u.
Charge = +1
2S+1 = 5
HOMO (alpha / beta) = -10.77 / -10.77 eV
Expectation value of S² = 6.0594
Lowest unoccupied orbital energy (alpha / beta) = -4.689 / -3.709 eV

=====

Here is a 3-piece molecular cluster, C11H26BN2O5P overall in a non-equilibrium geometry from the Open Molecules 2025 dataset. Energies are from wB97M-V/def2-TZVPD.

```
46
Properties=species:S:1:pos:R:3:forces:R:3:mulliken_charge:R:1
H -0.286 -2.692 5.792 -0.121 0.082 0.172 0.26
N 0.670 -2.508 5.504 0.185 0.380 0.476 -0.71
C 0.908 -3.126 4.433 -0.548 -0.319 -0.453 0.62
C -0.125 -3.987 3.752 0.386 0.380 0.101 -1.35
C 2.285 -2.990 3.827 0.152 -0.428 -0.230 -0.49
P 2.588 -3.989 2.293 -0.444 -0.192 0.213 -0.33
B 2.763 -2.821 0.798 1.084 0.000 -0.528 0.61
N 3.115 -3.407 -0.502 -0.495 -0.329 0.731 -0.62
O 2.525 -1.477 0.864 -1.285 -0.136 -0.081 -0.51
H -0.210 -3.726 2.708 0.015 -0.039 -0.438 0.30
H 0.184 -5.019 3.816 -0.030 -0.441 -0.118 0.35
H -1.091 -3.848 4.208 -0.333 -0.050 0.286 0.42
H 2.975 -3.367 4.570 0.319 0.145 0.264 0.30
H 2.469 -1.936 3.676 0.234 0.284 -0.030 0.34
H 3.889 -4.502 2.459 0.105 0.232 0.004 0.04
H 2.270 -3.568 -1.045 0.202 0.242 -0.397 0.26
H 3.509 -4.331 -0.359 -0.008 -0.081 -0.192 0.25
H 2.130 -1.204 0.017 0.544 0.260 0.139 0.24
C 1.335 4.299 -0.960 0.109 -0.035 -0.095 -1.14
C 0.614 3.021 -0.588 0.159 0.273 0.076 -0.27
O 0.714 2.036 -1.624 -0.346 -0.098 0.004 -0.30
C 1.758 1.197 -1.758 0.276 0.145 -0.013 0.63
C 3.013 1.432 -0.953 -0.119 -0.125 0.383 -0.98
O 1.678 0.305 -2.558 -0.117 -0.130 0.026 -0.59
H 2.405 4.135 -1.085 0.015 0.000 0.073 0.29
H 1.191 5.054 -0.187 -0.021 -0.003 0.009 0.39
H 0.951 4.686 -1.903 -0.061 0.016 0.022 0.32
H 0.951 2.616 0.367 0.064 -0.044 -0.039 0.34
H -0.450 3.221 -0.486 -0.034 -0.064 -0.064 0.35
H 3.713 2.022 -1.542 -0.028 0.018 -0.045 0.29
H 3.465 0.468 -0.738 0.102 0.002 -0.159 0.36
H 2.841 1.928 0.000 0.022 0.110 -0.070 0.35
C -2.461 1.256 -3.258 -0.116 -0.015 -0.094 -0.95
C -2.775 1.568 -1.811 0.048 -0.171 -0.219 0.16
O -3.652 2.693 -1.689 0.129 0.138 0.244 -0.35
C -4.993 2.598 -1.767 -0.132 -0.115 -0.163 0.69
C -5.623 1.306 -2.236 0.052 -0.188 0.306 -0.88
O -5.656 3.564 -1.512 0.020 0.079 0.028 -0.57
H -3.358 0.973 -3.810 -0.010 -0.065 0.030 0.34
H -1.741 0.441 -3.325 0.043 0.028 0.022 0.32
H -2.040 2.132 -3.749 0.074 0.004 0.048 0.28
H -3.172 0.705 -1.274 -0.077 0.009 -0.040 0.34
H -1.862 1.857 -1.299 -0.016 0.083 0.037 -0.25
H -5.801 1.375 -3.308 0.013 0.000 -0.025 0.24
H -6.579 1.194 -1.730 -0.066 0.128 -0.076 0.30
H -5.033 0.417 -2.027 0.057 0.030 -0.125 0.32
```
Positions in Å, forces in eV/Å.

E = -1286.69983 a.u.
2S+1 = 1
HOMO = -8.90 eV
Lowest unoccupied orbital energy = 0.244 eV

=====

Here is a 2-piece molecular cluster, C4H11NO2 overall in a non-equilibrium geometry from the Open Molecules 2025 dataset. Energies are from wB97M-V/def2-TZVPD.

```
18
Properties=species:S:1:pos:R:3:forces:R:3:mulliken_charge:R:1
C 1.198 -3.121 -0.761 -0.475 1.070 -1.579 -0.99
C 1.347 -1.856 0.038 0.774 3.227 1.272 -0.64
C 0.598 -0.459 -0.500 -0.690 -3.982 1.583 -0.50
C 0.893 0.627 0.560 -1.017 0.188 -3.206 0.42
N -0.176 1.474 0.771 1.525 -0.364 0.992 -0.39
O 2.019 0.844 0.926 0.219 0.057 0.986 -0.57
H 0.838 -2.757 -1.759 0.437 -0.818 0.434 0.27
H 0.423 -3.779 -0.385 -0.044 -0.113 0.194 0.27
H 2.128 -3.669 -0.892 -0.023 -0.019 0.015 0.31
H 1.058 -1.970 1.079 -0.905 -0.242 0.125 0.37
H 2.358 -1.473 0.311 -0.075 -0.726 -1.183 0.39
H 0.863 -0.274 -1.551 0.181 0.398 0.610 0.32
H -0.480 -0.820 -0.467 0.907 1.043 -0.235 0.24
H -1.103 1.191 0.487 0.188 0.261 0.464 0.23
H 0.056 2.097 1.547 -1.007 0.032 -0.467 0.26
O -3.947 4.613 0.569 0.079 -0.097 0.418 -0.64
H -3.663 5.345 0.018 -0.055 -0.016 -0.214 0.32
H -4.409 3.987 0.008 -0.019 0.100 -0.207 0.32
```
Positions in Å, forces in eV/Å.

E = -364.22765 a.u.
2S+1 = 1
HOMO = -9.88 eV
Lowest unoccupied orbital energy = 0.656 eV

=====

Here is a 3-piece molecular cluster, C3H11NO4 overall in a non-equilibrium geometry from the Open Molecules 2025 dataset. Energies are from wB97M-V/def2-TZVPD.

```
19
Properties=species:S:1:pos:R:3:forces:R:3:mulliken_charge:R:1
C -0.482 -1.123 1.607 -0.990 -0.390 -0.617 -0.48
N 0.216 0.087 1.180 -0.255 1.606 0.427 -0.40
C 0.264 0.177 -0.345 -1.792 -7.898 4.069 1.29
O 1.157 -0.577 -0.755 0.702 1.600 -1.719 -0.40
O -0.999 0.117 -0.777 1.207 0.806 -0.251 -0.43
C -0.027 -2.488 1.097 1.271 0.806 -0.052 -1.06
H -0.490 -1.184 2.698 0.193 0.599 -0.030 0.40
H -1.507 -0.940 1.270 -0.069 -0.305 0.355 0.30
H 1.124 0.101 1.594 0.835 0.131 -0.207 0.28
H 0.499 1.334 -0.592 2.255 4.249 0.123 -0.48
H -0.172 -3.239 1.860 -0.607 -0.467 -0.199 0.35
H 1.049 -2.512 0.921 0.392 0.298 0.277 0.29
H -0.394 -2.693 0.110 -0.808 -0.516 -0.262 0.32
H -0.971 0.789 -1.566 -1.502 0.769 -1.328 0.47
H 0.098 2.550 -1.223 -1.680 0.935 -2.158 0.53
O -0.921 2.087 -2.081 0.534 0.580 0.175 -0.94
H 1.637 2.251 -1.394 0.586 0.265 -0.661 0.38
H -1.109 2.642 -2.849 0.022 -0.509 0.256 0.20
O 1.027 2.621 -0.754 -0.293 -2.559 1.802 -0.62
```
Positions in Å, forces in eV/Å.

E = -476.40174 a.u.
2S+1 = 1
HOMO = -9.49 eV
Lowest unoccupied orbital energy = -3.425 eV

=====

Here is a 2-piece molecular cluster, ClH2NOS overall in a non-equilibrium geometry from the Open Molecules 2025 dataset. Energies are from wB97M-V/def2-TZVPD.

```
6
Properties=species:S:1:pos:R:3:forces:R:3:mulliken_charge:R:1
N -0.175 0.551 -0.465 1.023 -1.635 -0.057 -0.23
O 0.796 -1.482 0.334 0.922 0.171 0.280 -0.31
S 0.726 -0.566 -0.924 -0.749 2.702 0.833 0.49
Cl 3.478 0.224 0.176 -1.553 -0.512 -0.414 -0.62
H -0.582 1.437 -0.720 0.317 -0.084 -0.779 0.31
H 1.503 -0.999 0.865 0.040 -0.642 0.138 0.36
```
Positions in Å, forces in eV/Å.

E = -989.47205 a.u.
2S+1 = 1
HOMO (alpha / beta) = -9.32 / -9.32 eV
Lowest unoccupied orbital energy (alpha / beta) = -2.834 / -2.837 eV

=====

Here is one molecule with the formula C6H8O2 in a non-equilibrium geometry from the Open Molecules 2025 dataset. Energies are from wB97M-V/def2-TZVPD.

```
16
Properties=species:S:1:pos:R:3:forces:R:3:mulliken_charge:R:1
C -2.336 0.051 0.150 -4.331 -0.757 0.141 -0.62
C -1.001 0.636 0.183 1.308 0.552 0.358 0.18
O 0.085 1.631 -0.211 -1.202 -0.275 -0.933 -0.45
C 1.116 0.682 -0.583 -0.127 -1.522 1.147 0.06
C 2.381 -0.014 0.125 0.134 -2.866 -3.251 -0.74
C 0.982 -0.367 0.455 1.076 -3.726 -6.531 0.01
O 0.098 -1.414 -0.203 -0.095 -0.576 2.079 -0.45
C -1.096 -0.679 -0.528 1.151 3.472 -0.312 -0.06
H -2.641 -0.289 1.202 0.354 0.574 -1.627 0.21
H -3.355 0.344 -0.404 2.706 -0.870 0.526 0.23
H -0.858 0.346 1.202 1.042 0.857 0.485 0.21
H 1.100 0.150 -1.613 -0.411 1.665 1.645 0.20
H 2.882 0.188 1.016 1.095 1.065 0.976 0.37
H 2.979 -0.796 -0.609 -1.490 2.601 1.689 0.23
H 0.794 -0.119 1.395 -1.155 0.785 3.628 0.34
H -1.129 -0.351 -1.577 -0.055 -0.978 -0.020 0.28
```
Positions in Å, forces in eV/Å.

E = -383.57356 a.u.
2S+1 = 1
HOMO = -9.13 eV
Lowest unoccupied orbital energy = 0.915 eV